Record 1
This record from the OMol25 dataset describes C29H46BrN3P2STi as an isolated structure at a distorted geometry. The level of theory is wB97M-V/def2-TZVPD.

Structure (ORCA input):
```
! wB97M-V def2-TZVPD RIJCOSX def2/J DEFGRID3
* xyz 2 3
N 5.279 -2.638 -0.322
C 4.270 -3.422 0.069
C 2.943 -3.147 -0.263
C 2.660 -2.013 -1.039
C 3.735 -1.247 -1.535
C 5.029 -1.595 -1.114
C 1.275 -1.686 -1.316
Ti -0.027 -0.068 -0.115
P -2.360 0.771 -0.077
C 0.959 -0.527 -2.086
C -0.206 -0.511 -2.987
C -0.310 0.539 -3.929
C -1.485 0.694 -4.650
C -2.571 -0.133 -4.321
C -2.393 -1.316 -3.613
C -1.202 -1.502 -2.914
Br -4.361 0.412 -4.810
H 0.572 -2.523 -1.265
H 1.695 0.276 -2.249
H 2.142 -3.794 0.081
H 3.608 -0.386 -2.189
H 4.510 -4.298 0.671
H 5.881 -0.987 -1.434
H 0.534 1.223 -4.025
H -1.062 -2.387 -2.285
H -1.573 1.467 -5.396
H -3.175 -2.069 -3.565
P 1.371 1.675 0.872
C -3.424 -0.717 -0.213
C -4.763 -0.545 -0.932
H -3.585 -1.101 0.808
H -2.827 -1.488 -0.726
H -5.326 -1.488 -0.878
H -5.388 0.227 -0.465
H -4.642 -0.310 -1.998
C -2.640 1.797 -1.565
C -3.840 2.742 -1.566
H -2.678 1.126 -2.433
H -1.718 2.385 -1.696
H -3.878 3.269 -2.531
H -4.802 2.225 -1.448
H -3.732 3.495 -0.777
C -2.884 1.754 1.378
C -4.374 1.741 1.712
H -2.527 2.788 1.245
H -2.309 1.348 2.224
H -4.554 2.333 2.619
H -4.988 2.184 0.918
H -4.736 0.726 1.912
C 1.453 2.121 2.658
C 0.129 2.520 3.292
H 2.175 2.949 2.734
H 1.896 1.264 3.186
H 0.325 2.982 4.270
H -0.420 3.252 2.687
H -0.519 1.652 3.465
C 0.999 3.306 0.113
C 1.105 3.322 -1.408
H 1.740 3.996 0.548
H 0.005 3.631 0.462
H 0.857 4.326 -1.775
H 2.127 3.093 -1.735
H 0.428 2.613 -1.908
C 3.183 1.542 0.555
C 3.903 0.520 1.431
H 3.625 2.543 0.694
H 3.291 1.283 -0.509
H 4.946 0.433 1.102
H 3.918 0.798 2.494
H 3.453 -0.479 1.339
C 2.268 -2.198 3.833
N 1.438 -3.071 3.018
C 1.575 -4.453 2.983
C 0.601 -4.934 2.176
N -0.120 -3.837 1.712
C 0.416 -2.692 2.215
S -0.173 -1.095 1.921
H 2.837 -1.488 3.226
H 1.663 -1.643 4.557
H 2.966 -2.846 4.368
H 2.352 -4.947 3.536
H 0.353 -5.938 1.900
H -0.919 -3.826 1.082
*
```

Computed properties:
- DFT total energy: -5800.78297 Eh
- Energy relative to the best compared isomer or geometry (same formula, charge and spin): 0.0 kJ/mol
- Kohn-Sham gap (spin up / spin down): 6.7 / 6.7 eV
- HOMO (spin up / spin down): -13.024 / -13.620 eV

Results of the Löwdin charge analysis, in e, for atoms 1 through 8: atom 1 (N): 0.08, atom 2 (C): -0.12, atom 3 (C): -0.02, atom 4 (C): -0.23, atom 5 (C): -0.01, atom 6 (C): -0.12, atom 7 (C): -0.14, atom 8 (Ti): 0.33

---

Record 2
This record from the OMol25 dataset describes C29H46BrNOP2Pt as an isolated structure at a distorted geometry. The level of theory is wB97M-V/def2-TZVPD.

Structure (ORCA input):
```
! wB97M-V def2-TZVPD RIJCOSX def2/J DEFGRID3
* xyz 2 3
C -6.068 -1.871 -1.867
C -5.705 -0.568 -1.402
C -6.778 0.363 -1.338
C -8.080 -0.052 -1.617
N -8.394 -1.290 -1.984
C -7.406 -2.174 -2.120
C -4.360 -0.206 -1.039
C -3.103 -0.092 -0.902
C -1.763 -0.424 -1.479
C -0.976 -1.199 -0.546
C 0.370 -1.448 -0.852
C 0.941 -0.883 -2.007
C 0.099 -0.308 -2.997
C -1.245 -0.137 -2.781
Pt -1.466 0.932 0.093
P 0.531 0.112 2.206
H -6.624 1.407 -1.081
H -5.340 -2.660 -2.043
H -8.920 0.641 -1.535
H -7.706 -3.173 -2.441
H -1.917 0.293 -3.516
H -1.449 -1.811 0.220
H 0.546 -0.104 -3.973
H 0.917 -2.170 -0.268
C 2.342 0.575 2.530
C 2.819 0.865 3.952
H 2.567 1.439 1.894
H 2.878 -0.289 2.104
H 3.918 0.804 3.946
H 2.538 1.887 4.253
H 2.449 0.149 4.703
C -0.378 0.492 3.740
C -1.543 -0.461 4.069
H -0.740 1.519 3.567
H 0.349 0.517 4.566
H -2.371 0.113 4.508
H -1.927 -1.002 3.190
H -1.255 -1.206 4.826
C 0.847 -1.724 2.388
C 1.532 -2.194 3.670
H 1.488 -1.990 1.533
H -0.134 -2.192 2.229
H 1.486 -3.289 3.699
H 2.594 -1.912 3.664
H 1.078 -1.819 4.595
Br 2.772 -0.666 -2.059
P 0.188 2.312 -0.235
C 1.355 3.210 0.908
C 1.583 4.733 0.871
H 2.343 2.765 0.672
H 1.077 2.904 1.934
H 1.723 5.050 1.911
H 2.513 5.063 0.378
H 0.759 5.309 0.434
C 1.473 2.377 -1.543
C 1.840 3.784 -1.994
H 1.082 1.803 -2.378
H 2.341 1.834 -1.163
H 2.754 3.757 -2.602
H 1.031 4.278 -2.547
H 2.070 4.456 -1.175
C -1.061 3.208 -1.301
C -1.161 4.646 -0.816
H -2.066 2.749 -1.204
H -0.750 3.115 -2.347
H -2.170 5.008 -1.048
H -1.053 4.690 0.273
H -0.440 5.337 -1.280
C 3.310 -4.903 -2.589
C 4.519 -4.582 -1.662
C 3.928 -3.702 -0.530
O 2.499 -3.630 -0.686
C 2.194 -3.992 -2.054
H 3.560 -4.659 -3.627
H 3.024 -5.959 -2.534
H 5.253 -3.973 -2.229
H 4.976 -5.504 -1.260
H 4.142 -4.116 0.474
H 4.355 -2.681 -0.601
H 2.225 -3.057 -2.650
H 1.171 -4.426 -2.097
*
```

Computed properties:
- DFT total energy: -4637.84156 Eh
- Energy relative to the best compared isomer or geometry (same formula, charge and spin): 253.6 kJ/mol
- Kohn-Sham gap (spin up / spin down): 6.3 / 5.5 eV
- HOMO (spin up / spin down): -13.506 / -14.085 eV

Results of the Löwdin charge analysis, in e, for atoms 1 through 8: atom 1 (C): 0.01, atom 2 (C): -0.20, atom 3 (C): 0.00, atom 4 (C): -0.11, atom 5 (N): 0.09, atom 6 (C): -0.11, atom 7 (C): 0.15, atom 8 (C): -0.11